# 1
C9H11CeClN2O3 | ωB97M-V/def2-TZVPD

Each line ends with the Mulliken charge.
Geometry (Å):
Cl -1.332 2.307 -1.382  -0.33
C -0.898 -1.878 -1.176  -0.53
C 0.515 -1.993 -0.870  -0.52
C 1.228 -1.083 -1.733  -0.75
H 0.973 -2.734 -0.225  0.59
C 0.268 -0.438 -2.589  0.85
C -1.044 -0.913 -2.236  -0.53
H -1.993 -0.563 -2.690  0.46
H -1.705 -2.491 -0.763  0.56
H 2.300 -0.906 -1.766  0.66
C 0.573 0.645 -3.552  -1.12
Ce -0.182 0.272 -0.211  1.02
C 2.337 1.295 0.577  0.28
O 3.185 1.816 1.164  -0.08
C -2.475 1.689 1.224  0.13
O -3.099 2.634 1.386  -0.12
H 1.501 1.150 -3.288  0.34
H -0.198 1.414 -3.502  0.33
H 0.659 0.280 -4.582  0.36
N 1.027 -0.407 4.006  -0.36
C -0.091 -0.079 3.332  0.69
N -1.179 0.267 4.054  -0.32
O -0.115 -0.078 2.055  -0.42
H 1.040 -0.357 5.022  0.21
H 1.853 -0.671 3.486  0.22
H -2.041 0.509 3.574  0.19
H -1.114 0.296 5.069  0.21

Values from the calculation:
- calculated total energy (eV) = -44070.71115
- 2S+1 = 1
- charge = +2
- orbital gap (spin up / spin down) (eV) = 7.5 / 7.5

---

# 2
H4N2OS | ωB97M-V/def2-TZVPD

Each line ends with the Mulliken charge.
Geometry (Å):
N 0.889 -0.934 -2.423  -0.50
N -0.279 0.410 1.661  -0.67
O -1.274 -0.197 -1.497  -0.40
S 0.073 -0.499 -1.152  0.59
H 1.747 -1.261 -2.115  0.28
H -1.185 0.402 2.019  0.21
H -0.232 1.271 1.082  0.25
H 0.259 0.809 2.424  0.23

Values from the calculation:
- calculated total energy (eV) = -15926.44649
- 2S+1 = 1
- orbital gap (eV) = 9.9

---

# 3
C10H24O8V | ωB97M-V/def2-TZVPD

Each line ends with the Mulliken charge.
Geometry (Å):
O -38.933 2.995 -8.570  -0.67
V -39.212 2.742 -10.103  1.45
O -40.785 2.675 -10.341  -0.68
C -37.356 3.380 -11.889  1.03
O -37.391 3.983 -10.879  -0.65
O -38.086 2.384 -11.942  -0.72
O -36.424 3.416 -12.640  -0.77
C -39.746 7.510 -8.877  -1.53
C -40.058 6.117 -8.524  0.65
C -40.970 5.935 -7.320  -1.16
O -40.611 5.409 -9.562  -0.34
H -40.638 8.136 -8.836  0.25
H -39.513 7.533 -9.941  0.39
H -38.930 8.076 -8.427  0.39
H -39.090 5.700 -8.246  0.35
H -42.031 6.147 -7.449  0.21
H -40.518 6.456 -6.476  0.42
H -40.818 4.864 -7.188  0.24
H -41.447 5.775 -9.859  0.06
C -43.470 4.783 -11.163  -1.57
C -44.094 6.070 -10.821  0.77
C -45.205 5.831 -9.840  -1.36
O -43.131 6.846 -10.194  -0.48
H -42.553 4.989 -11.715  0.34
H -44.080 4.146 -11.803  0.43
H -43.041 4.256 -10.311  0.37
H -44.560 6.562 -11.674  0.23
H -44.741 5.413 -8.947  0.29
H -45.903 5.054 -10.149  0.38
H -45.657 6.791 -9.590  0.37
H -43.425 7.719 -9.925  0.27
C -39.490 -1.832 -8.660  -1.57
C -38.599 -0.647 -9.010  0.77
C -37.289 -1.011 -9.759  -1.35
O -39.380 0.358 -9.679  -0.34
H -39.640 -2.386 -9.587  0.40
H -40.432 -1.473 -8.245  0.41
H -38.935 -2.585 -8.100  0.39
H -38.276 -0.236 -8.054  0.12
H -36.703 -1.649 -9.098  0.39
H -36.667 -0.157 -10.025  0.34
H -37.455 -1.612 -10.654  0.32
H -40.242 -0.031 -9.840  0.18

Values from the calculation:
- calculated total energy (eV) = -52827.42070
- 2S+1 = 1
- charge = -1
- orbital gap (eV) = 6.1

---

Please write out number 3 again, unchanged.
C10H24O8V | ωB97M-V/def2-TZVPD

Each line ends with the Mulliken charge.
Geometry (Å):
O -38.933 2.995 -8.570  -0.67
V -39.212 2.742 -10.103  1.45
O -40.785 2.675 -10.341  -0.68
C -37.356 3.380 -11.889  1.03
O -37.391 3.983 -10.879  -0.65
O -38.086 2.384 -11.942  -0.72
O -36.424 3.416 -12.640  -0.77
C -39.746 7.510 -8.877  -1.53
C -40.058 6.117 -8.524  0.65
C -40.970 5.935 -7.320  -1.16
O -40.611 5.409 -9.562  -0.34
H -40.638 8.136 -8.836  0.25
H -39.513 7.533 -9.941  0.39
H -38.930 8.076 -8.427  0.39
H -39.090 5.700 -8.246  0.35
H -42.031 6.147 -7.449  0.21
H -40.518 6.456 -6.476  0.42
H -40.818 4.864 -7.188  0.24
H -41.447 5.775 -9.859  0.06
C -43.470 4.783 -11.163  -1.57
C -44.094 6.070 -10.821  0.77
C -45.205 5.831 -9.840  -1.36
O -43.131 6.846 -10.194  -0.48
H -42.553 4.989 -11.715  0.34
H -44.080 4.146 -11.803  0.43
H -43.041 4.256 -10.311  0.37
H -44.560 6.562 -11.674  0.23
H -44.741 5.413 -8.947  0.29
H -45.903 5.054 -10.149  0.38
H -45.657 6.791 -9.590  0.37
H -43.425 7.719 -9.925  0.27
C -39.490 -1.832 -8.660  -1.57
C -38.599 -0.647 -9.010  0.77
C -37.289 -1.011 -9.759  -1.35
O -39.380 0.358 -9.679  -0.34
H -39.640 -2.386 -9.587  0.40
H -40.432 -1.473 -8.245  0.41
H -38.935 -2.585 -8.100  0.39
H -38.276 -0.236 -8.054  0.12
H -36.703 -1.649 -9.098  0.39
H -36.667 -0.157 -10.025  0.34
H -37.455 -1.612 -10.654  0.32
H -40.242 -0.031 -9.840  0.18

Values from the calculation:
- calculated total energy (eV) = -52827.42070
- 2S+1 = 1
- charge = -1
- orbital gap (eV) = 6.1

---

Question: What is the calculated total energy in the third record?
Answer: -52827.42070 eV

---

Copy entry 3 word for word.
C10H24O8V | ωB97M-V/def2-TZVPD

Each line ends with the Mulliken charge.
Geometry (Å):
O -38.933 2.995 -8.570  -0.67
V -39.212 2.742 -10.103  1.45
O -40.785 2.675 -10.341  -0.68
C -37.356 3.380 -11.889  1.03
O -37.391 3.983 -10.879  -0.65
O -38.086 2.384 -11.942  -0.72
O -36.424 3.416 -12.640  -0.77
C -39.746 7.510 -8.877  -1.53
C -40.058 6.117 -8.524  0.65
C -40.970 5.935 -7.320  -1.16
O -40.611 5.409 -9.562  -0.34
H -40.638 8.136 -8.836  0.25
H -39.513 7.533 -9.941  0.39
H -38.930 8.076 -8.427  0.39
H -39.090 5.700 -8.246  0.35
H -42.031 6.147 -7.449  0.21
H -40.518 6.456 -6.476  0.42
H -40.818 4.864 -7.188  0.24
H -41.447 5.775 -9.859  0.06
C -43.470 4.783 -11.163  -1.57
C -44.094 6.070 -10.821  0.77
C -45.205 5.831 -9.840  -1.36
O -43.131 6.846 -10.194  -0.48
H -42.553 4.989 -11.715  0.34
H -44.080 4.146 -11.803  0.43
H -43.041 4.256 -10.311  0.37
H -44.560 6.562 -11.674  0.23
H -44.741 5.413 -8.947  0.29
H -45.903 5.054 -10.149  0.38
H -45.657 6.791 -9.590  0.37
H -43.425 7.719 -9.925  0.27
C -39.490 -1.832 -8.660  -1.57
C -38.599 -0.647 -9.010  0.77
C -37.289 -1.011 -9.759  -1.35
O -39.380 0.358 -9.679  -0.34
H -39.640 -2.386 -9.587  0.40
H -40.432 -1.473 -8.245  0.41
H -38.935 -2.585 -8.100  0.39
H -38.276 -0.236 -8.054  0.12
H -36.703 -1.649 -9.098  0.39
H -36.667 -0.157 -10.025  0.34
H -37.455 -1.612 -10.654  0.32
H -40.242 -0.031 -9.840  0.18

Values from the calculation:
- calculated total energy (eV) = -52827.42070
- 2S+1 = 1
- charge = -1
- orbital gap (eV) = 6.1